(1)
The following is a quantum chemistry calculation of a cluster of 2 separate species, C49H54N3O3Si in total at a distorted geometry, from OMol25.

Computed properties:
DFT total energy ... -2578.88986 a.u.
Total charge ... +1
Molar mass ... 761.1 g/mol

Geometry (Å):
Si -4.37 1.21 1.18
O -2.84 1.87 1.35
O -3.06 -6.22 0.62
O 2.51 0.86 4.37
N 0.54 2.88 0.37
N 0.80 -3.97 -2.55
N 5.17 -2.44 0.89
C 2.59 -1.14 2.98
C -3.25 4.57 1.04
C 3.01 1.56 -2.08
C 1.64 -3.33 0.92
C 0.69 4.41 2.15
C -5.33 1.96 2.59
C 6.52 -2.44 0.35
C -5.15 1.73 -0.42
C -1.81 4.64 -0.89
C 2.97 -2.92 1.14
C -1.42 -5.17 -2.52
C -0.29 -4.59 -1.94
C 1.67 -3.52 -1.59
C 3.34 -1.91 2.12
C 1.18 2.02 -0.46
C -4.19 -0.64 1.33
C -0.53 3.52 2.38
C 3.29 0.26 -1.59
C -0.57 2.50 1.23
C -3.84 5.78 0.66
C 3.65 1.99 -3.26
C 4.58 0.27 3.37
C -1.79 1.56 -0.79
C -2.36 3.92 0.18
C -1.07 -5.02 0.31
C -0.11 -4.51 -0.53
C 1.14 -3.77 -0.31
C -2.24 1.92 -2.06
C 1.18 0.49 4.84
C -2.40 -5.69 -1.67
C 4.71 -1.60 1.90
C 2.09 2.43 -1.39
C -2.12 1.01 -3.12
C -1.24 -0.65 -1.62
C 4.78 -0.14 -3.46
C -2.21 -5.65 -0.26
C 4.52 1.15 -3.95
C 4.15 -3.22 0.43
C 3.20 -0.02 3.59
C -3.38 6.44 -0.49
C -1.61 -0.27 -2.91
C -1.93 2.47 0.44
C -4.26 -6.89 0.16
C -2.32 5.90 -1.22
C 1.11 4.17 0.70
C 5.34 -0.53 2.52
C 4.16 -0.57 -2.28
C -1.36 0.25 -0.56
C 0.96 -3.78 -3.98
H 1.00 -2.71 -4.22
H -5.42 3.04 2.46
H -5.17 -1.11 1.21
H -3.30 -6.16 -2.09
H -1.11 -0.06 0.46
H -0.48 2.97 3.33
H 0.95 -3.31 1.76
H 4.30 -3.95 -0.37
H -1.53 -5.21 -3.60
H 1.54 -1.40 3.15
H 7.01 -3.41 0.52
H -4.80 1.14 -1.27
H -0.41 1.50 1.66
H 2.19 4.19 0.56
H 3.45 3.00 -3.63
H 1.50 4.09 2.81
H -0.94 -4.98 1.38
H 0.98 1.23 5.62
H 4.99 1.14 3.88
H -6.24 1.58 -0.31
H -3.50 4.14 2.01
H -4.72 -7.24 1.08
H -4.97 2.80 -0.63
H 2.59 -3.01 -1.85
H 6.39 -0.31 2.35
H -1.89 6.44 -2.06
H -3.80 -0.91 2.32
H 0.67 4.94 0.04
H 7.10 -1.65 0.84
H 4.37 -1.57 -1.90
H -0.86 -1.64 -1.40
H -4.65 6.18 1.27
H -1.02 4.19 -1.49
H 2.12 3.49 -1.67
H 5.47 -0.80 -3.98
H 2.83 -0.06 -0.65
H 6.49 -2.25 -0.74
H -2.42 1.33 -4.12
H -4.03 -7.75 -0.49
H -3.51 -1.06 0.58
H 0.50 5.47 2.33
H 1.88 -4.26 -4.33
H 0.44 0.58 4.02
H -4.83 1.77 3.55
H 0.10 -4.23 -4.49
H -2.71 2.90 -2.23
H -3.85 7.37 -0.80
H -1.49 -0.97 -3.73
H -1.44 4.13 2.42
H -4.93 -6.20 -0.37
H 1.15 -0.53 5.25
H 0.93 0.96 -0.38
H -6.34 1.53 2.62
H 4.99 1.49 -4.87

***

(2)
The following is a quantum chemistry calculation of a cluster of 2 separate species, C5H10O2 in total, from OMol25.

Computed properties:
SMILES ... C/C=C\O.CC=O
DFT total energy ... -346.95582 a.u.
Molar mass ... 102.1 g/mol

Geometry (Å):
O 1.91 0.55 0.43
O -0.19 1.72 -1.02
C 1.54 0.30 1.56
C 0.12 0.39 2.04
C 0.03 -1.35 -1.37
C -1.21 0.86 -1.27
C -1.18 -0.47 -1.40
H 0.08 0.78 3.06
H 0.00 -2.07 -2.20
H 2.29 -0.03 2.31
H -2.15 1.41 -1.37
H -0.48 1.01 1.37
H 0.96 -0.79 -1.46
H 0.60 1.23 -0.73
H -2.14 -0.95 -1.58
H 0.09 -1.95 -0.45
H -0.30 -0.62 2.06

***

(3)
The following is a quantum chemistry calculation of a structure of composition C39H40BNO7PPtS at a distorted geometry, from OMol25.

Computed properties:
DFT total energy ... -2975.56946 a.u.
Total charge ... -1
Molar mass ... 903.7 g/mol

Geometry (Å):
Pt 0.60 0.31 -0.05
S 0.79 2.73 1.81
P 1.17 -0.63 1.93
O -1.91 -1.21 -0.49
O 0.90 4.16 2.05
O 2.16 0.21 -1.68
O -0.57 2.28 1.64
O 3.11 -0.12 -3.66
O -0.16 -2.10 -1.65
O 1.73 2.21 0.78
N 0.01 2.01 -2.05
C 2.38 0.74 5.60
C -0.17 1.30 -3.24
C -2.22 -2.53 3.05
C 2.14 0.14 -2.95
C 3.84 -0.56 1.37
C -1.24 -3.04 -1.79
C -3.13 3.38 -0.68
C -2.72 4.65 -0.29
C -2.48 -2.19 -1.39
C -1.30 1.51 -4.04
C -0.51 4.22 -1.17
C -1.26 -3.55 -3.22
C -1.29 -1.70 2.46
C -0.93 2.94 -1.52
C 2.78 -1.42 1.67
C 2.11 -0.03 4.49
C -0.95 -4.18 -0.82
C -2.23 2.52 -1.27
C 0.90 4.67 -1.43
C 2.12 2.10 5.57
C 0.07 -1.84 2.74
C 1.37 1.91 3.30
C 0.47 -2.83 3.65
C 5.09 -1.07 1.05
C 0.61 -0.30 -4.85
C -1.48 0.79 -5.21
C -1.42 5.07 -0.52
C -1.82 -3.51 3.94
C 0.82 0.39 -3.67
C 5.29 -2.44 1.02
C 4.24 -3.30 1.28
C -0.54 -0.14 -5.62
C -3.56 -2.96 -0.64
C -0.47 -3.66 4.24
C 1.58 0.52 3.33
C 1.63 2.68 4.41
C 2.98 -2.80 1.60
C -3.09 -1.44 -2.56
C -0.97 6.41 -0.01
B -0.55 -1.11 -0.77
H 3.66 0.51 1.35
H 5.89 -0.39 0.81
H -3.94 -3.78 -1.25
H -4.39 -2.29 -0.41
H -3.82 -0.72 -2.18
H -0.15 -4.43 4.93
H 2.33 -1.09 4.52
H -2.37 0.96 -5.80
H 0.94 5.74 -1.66
H -2.51 1.50 -1.49
H -0.54 7.03 -0.79
H -1.28 -2.72 -3.93
H -2.12 -4.20 -3.39
H 1.34 4.14 -2.28
H -3.27 -2.40 2.82
H 1.45 3.75 4.35
H -4.14 3.04 -0.47
H -1.82 6.96 0.42
H -0.35 -4.12 -3.41
H 2.79 0.28 6.49
H -0.22 6.28 0.77
H -2.33 -0.89 -3.11
H -0.67 -0.70 -6.53
H -1.70 -4.98 -0.91
H -3.60 -2.11 -3.25
H -3.17 -3.37 0.29
H 1.51 -2.96 3.89
H -2.03 2.24 -3.74
H 2.16 -3.48 1.76
H 4.39 -4.37 1.23
H 1.40 -0.98 -5.17
H 6.27 -2.83 0.76
H 2.32 2.72 6.44
H -0.94 -3.82 0.21
H -3.41 5.31 0.22
H 0.97 2.15 -1.78
H 0.03 -4.59 -1.05
H -2.55 -4.17 4.40
H 1.53 4.50 -0.56
H -1.60 -0.93 1.76

***

(4)
The following is a quantum chemistry calculation of a structure of composition C16H27BrCdN5O2, from OMol25.

Computed properties:
DFT total energy ... -3791.75624 a.u.
Total charge ... +1
Molar mass ... 513.7 g/mol

Geometry (Å):
Cd -0.39 0.28 0.04
Br -2.81 6.23 -3.43
O -1.94 1.55 0.56
O -4.06 2.03 0.08
N 1.94 0.12 1.10
N 0.71 2.36 -0.26
N 0.89 -1.10 -1.34
N -0.59 -0.87 2.04
N -2.17 -1.35 -0.49
C -1.81 3.64 -4.06
C -2.47 2.54 -1.58
C 2.42 1.50 1.28
C 2.29 -0.67 -1.27
C 2.14 2.41 0.08
C -2.42 4.41 -3.08
C -2.76 3.87 -1.85
C 1.80 -0.57 2.39
C -4.72 -1.27 0.00
C -5.53 -1.06 -1.29
C -1.87 1.76 -2.57
C 2.78 -0.66 0.18
C 0.65 -1.58 2.38
C -1.54 2.31 -3.80
C -3.30 -1.32 -0.26
C -2.89 1.97 -0.23
H 2.79 -1.70 0.52
H -1.57 4.08 -5.02
H -0.83 -0.22 2.78
H 0.80 -2.06 -1.01
H -1.73 0.70 -2.41
H 2.73 -1.06 2.68
H 2.95 -1.33 -1.84
H -3.26 4.47 -1.10
H 0.82 -2.35 1.62
H -5.02 -2.20 0.50
H -5.29 -0.10 -1.72
H 1.57 0.17 3.16
H 2.47 3.42 0.35
H -5.33 -1.85 -2.01
H 2.72 2.09 -0.78
H 3.49 1.52 1.49
H 0.53 2.85 -1.13
H -6.60 -1.07 -1.05
H 3.82 -0.30 0.20
H 0.17 2.86 0.45
H 0.58 -1.11 -2.30
H 2.35 0.32 -1.71
H 1.90 1.92 2.14
H -4.89 -0.43 0.68
H -1.36 -1.52 1.95
H 0.61 -2.07 3.35
H -1.09 1.70 -4.57